(1)
Here is a 9-piece molecular cluster, C35H73Cl2O8P overall from the OMol25 dataset. Energies are from the ωB97M-V functional and the def2-TZVPD basis.

ORCA input file:
```
! wB97M-V def2-TZVPD RIJCOSX def2/J DEFGRID3
* xyz 0 1
C -4.069 5.618 -2.123
C -2.529 6.189 -2.286
Cl -1.410 4.897 -3.088
C -1.887 6.821 -0.917
P -0.294 7.864 -1.330
Cl -3.066 7.998 -0.029
H -4.461 5.436 -3.236
H -4.814 6.426 -1.665
H -4.158 4.633 -1.496
H -2.601 7.075 -3.082
H -1.590 6.005 -0.101
H -0.617 7.914 -2.735
H 0.566 6.751 -0.910
H -0.764 8.892 -0.396
H 0.917 8.671 -1.532
C 4.695 6.980 1.907
C 4.634 6.653 0.437
C 3.250 6.056 0.303
O 2.427 6.686 1.295
C 3.275 7.414 2.194
H 5.434 7.745 2.157
H 4.932 6.074 2.479
H 4.702 7.575 -0.151
H 5.424 5.975 0.104
H 3.259 4.981 0.509
H 2.818 6.218 -0.689
H 3.138 8.482 1.991
H 2.975 7.214 3.227
C -0.197 1.678 -2.383
C -0.842 0.430 -1.837
C 0.005 -0.661 -2.455
O 1.324 -0.121 -2.620
C 1.267 1.295 -2.403
H -0.396 2.572 -1.788
H -0.549 1.860 -3.406
H -0.740 0.409 -0.745
H -1.902 0.339 -2.084
H -0.368 -0.940 -3.446
H 0.050 -1.559 -1.833
H 1.744 1.504 -1.439
H 1.826 1.811 -3.188
C -3.401 6.938 3.555
C -2.787 6.605 4.891
C -2.774 5.092 4.864
O -2.631 4.701 3.492
C -2.831 5.856 2.665
H -3.167 7.947 3.204
H -4.491 6.839 3.613
H -1.760 6.986 4.932
H -3.338 7.012 5.742
H -3.720 4.680 5.232
H -1.957 4.669 5.455
H -1.857 6.149 2.259
H -3.494 5.604 1.833
C -0.516 -4.579 0.971
C -1.056 -3.643 2.021
C -0.383 -2.337 1.659
O -0.182 -2.352 0.239
C -0.434 -3.679 -0.243
H -1.138 -5.462 0.807
H 0.489 -4.915 1.256
H -2.143 -3.547 1.908
H -0.846 -3.962 3.045
H 0.600 -2.252 2.135
H -0.982 -1.465 1.937
H -1.384 -3.662 -0.787
H 0.359 -3.978 -0.934
C -2.884 -5.690 -5.069
C -1.395 -5.462 -5.067
C -1.285 -4.089 -4.440
O -2.390 -3.955 -3.536
C -3.307 -5.032 -3.774
H -3.168 -6.744 -5.124
H -3.338 -5.167 -5.920
H -0.907 -6.206 -4.425
H -0.940 -5.516 -6.059
H -1.373 -3.300 -5.194
H -0.346 -3.950 -3.897
H -3.230 -5.728 -2.932
H -4.329 -4.644 -3.814
C 3.468 -1.824 0.257
C 4.082 -2.158 1.592
C 4.095 -3.670 1.565
O 4.238 -4.061 0.193
C 4.038 -2.906 -0.633
H 3.702 -0.816 -0.095
H 2.378 -1.923 0.315
H 5.109 -1.776 1.634
H 3.531 -1.750 2.444
H 3.149 -4.082 1.933
H 4.912 -4.093 2.156
H 5.013 -2.613 -1.039
H 3.375 -3.158 -1.465
C 6.616 -7.883 -0.142
C 5.499 -6.872 -0.095
C 5.169 -6.695 -1.561
O 5.456 -7.944 -2.205
C 6.190 -8.770 -1.291
H 6.751 -8.432 0.793
H 7.560 -7.382 -0.386
H 4.637 -7.295 0.434
H 5.775 -5.935 0.397
H 5.802 -5.928 -2.021
H 4.121 -6.428 -1.725
H 5.520 -9.567 -0.950
H 7.040 -9.226 -1.807
C -6.367 -2.309 3.407
C -6.229 -1.840 1.981
C -4.788 -2.182 1.673
O -4.457 -3.336 2.458
C -5.502 -3.550 3.417
H -7.399 -2.507 3.706
H -5.950 -1.557 4.087
H -6.897 -2.421 1.334
H -6.455 -0.780 1.843
H -4.115 -1.371 1.972
H -4.625 -2.398 0.613
H -6.069 -4.432 3.101
H -5.065 -3.749 4.399
*
```

DFT total energy ... -88185.4212 eV
SMILES string ... C[C@H](Cl)[C@@H]([PH4])Cl.C1CCOC1.C1CCOC1.C1CCOC1.C1CCOC1.C1CCOC1.C1CCOC1.C1CCOC1.C1CCOC1

Results of the Löwdin charge analysis, in e, for atoms 1 through 6: -0.170, -0.731, 0.513, -0.828, 0.641, 0.469

---

(2)
Here is a 2-piece molecular cluster, C6H15N3 overall from the OMol25 dataset. Energies are from the ωB97M-V functional and the def2-TZVPD basis.

ORCA input file:
```
! wB97M-V def2-TZVPD RIJCOSX def2/J DEFGRID3
* xyz 0 1
C 2.947 -0.083 -1.173
C -0.813 0.228 -1.651
N 1.615 0.057 -1.727
C 0.467 -0.149 -1.038
N 0.490 -0.498 0.225
H 1.525 0.393 -2.670
H 1.395 -0.690 0.633
H 3.674 0.118 -1.957
H 3.116 -1.098 -0.803
H 3.120 0.625 -0.356
H -1.259 0.936 -0.876
H -1.502 -0.612 -1.690
H -0.692 0.659 -2.643
C -1.800 -1.351 1.097
C -1.409 1.514 1.088
C -0.640 -0.442 1.415
N -0.152 -0.494 2.600
H 0.673 0.091 2.722
H -2.338 -1.051 0.206
H -1.435 -2.376 0.974
H -0.460 2.039 1.207
H -1.931 1.479 2.043
H -2.110 2.037 0.427
H -2.479 -1.332 1.946
*
```

DFT total energy ... -10931.9654 eV

Results of the natural (NBO) charge analysis, in e, for atoms 1 through 6: -0.430, -0.721, -0.568, 0.547, -0.596, 0.407

---

(3)
Here is Cl4Mg as an isolated structure from the OMol25 dataset. Energies are from the ωB97M-V functional and the def2-TZVPD basis.

ORCA input file:
```
! wB97M-V def2-TZVPD RIJCOSX def2/J DEFGRID3
* xyz -2 1
Mg 13.775 -5.362 -8.917
Cl 12.356 -6.514 -8.930
Cl 15.216 -5.784 -10.025
Cl 13.065 -3.792 -9.174
Cl 14.613 -5.094 -7.294
*
```

DFT total energy ... -55532.6667 eV

Charge distribution, natural (NBO) scheme, values in e: 1.576, -0.891, -0.893, -0.895, -0.898

---

(4)
Here is a 2-piece molecular cluster, C10H11BrN3O overall from the OMol25 dataset. Energies are from the ωB97M-V functional and the def2-TZVPD basis.

ORCA input file:
```
! wB97M-V def2-TZVPD RIJCOSX def2/J DEFGRID3
* xyz 1 1
C 1.436 3.356 -0.466
C 2.196 2.834 0.582
C 0.759 2.465 -1.246
C -0.863 -2.261 0.132
C 2.199 1.499 0.937
C -1.724 -2.252 -0.970
C 0.069 -1.237 -0.175
C 0.778 1.148 -0.880
C -2.943 -3.126 -0.964
C 1.356 -0.725 0.428
N -1.363 -1.342 -1.847
N 1.422 0.710 0.144
N -0.943 0.654 1.576
O -0.320 -0.755 -1.361
Br -0.462 1.393 3.046
H 1.495 4.481 -0.676
H 2.865 3.593 0.921
H 0.147 2.745 -2.140
H -0.840 -2.933 1.069
H 2.761 1.061 1.808
H -3.709 -2.890 -1.761
H -2.645 -4.137 -1.088
H -3.308 -3.055 0.032
H 1.265 -0.729 1.507
H 2.372 -1.250 0.044
H -2.001 0.754 1.348
*
```

DFT total energy ... -87094.3060 eV

Results of the natural (NBO) charge analysis, in e, for atoms 1 through 6: -0.099, -0.225, -0.324, -0.311, 0.053, 0.147

---

(5)
Here is a 2-piece molecular cluster, C5H10 overall from the OMol25 dataset. Energies are from the ωB97M-V functional and the def2-TZVPD basis.

ORCA input file:
```
! wB97M-V def2-TZVPD RIJCOSX def2/J DEFGRID3
* xyz 0 1
C -1.732 0.366 -0.066
C -0.822 -0.848 -0.177
C 0.502 -0.147 -0.086
C 1.015 0.115 1.174
C 1.006 0.328 -1.244
H -2.023 0.788 -1.021
H -0.835 0.981 0.461
H -2.573 0.282 0.609
H -0.944 -1.488 -1.041
H -1.006 -1.450 0.719
H 1.993 0.516 1.331
H 0.429 -0.171 2.057
H -0.066 1.605 1.003
H 0.692 -0.109 -2.173
H 1.661 1.179 -1.242
*
```

DFT total energy ... -5341.6160 eV

Results of the natural (NBO) charge analysis, in e, for atoms 1 through 6: -0.559, -0.437, -0.075, -0.430, -0.412, 0.212

---

(6)
Here is C44H40CoN9O2PSbSe4 as an isolated structure from the OMol25 dataset. Energies are from the ωB97M-V functional and the def2-TZVPD basis.

ORCA input file:
```
! wB97M-V def2-TZVPD RIJCOSX def2/J DEFGRID3
* xyz 0 5
Co -0.677 0.780 0.935
C -1.336 -4.433 -1.403
N -1.506 -3.109 -0.858
C -0.615 -2.144 -0.619
N -1.242 -1.040 -0.248
C -2.553 -1.399 -0.295
N -2.734 -2.633 -0.657
C -1.730 -4.389 -2.863
C -2.825 -5.077 -3.367
C -3.178 -4.941 -4.703
C -2.479 -4.089 -5.538
C -1.396 -3.376 -5.030
C -1.018 -3.549 -3.701
C -0.686 -2.394 -5.813
N -0.886 -1.990 -7.033
N -0.025 -0.992 -7.271
C 0.678 -0.819 -6.191
O 0.308 -1.690 -5.221
C 1.669 0.179 -5.870
C 1.943 1.251 -6.717
C 2.811 2.240 -6.297
C 3.383 2.197 -5.033
C 3.144 1.112 -4.199
C 3.708 1.039 -2.800
N 2.674 1.348 -1.845
C 1.658 0.615 -1.375
N 0.931 1.341 -0.546
C 1.562 2.537 -0.546
N 2.605 2.573 -1.327
C 2.297 0.105 -4.629
H -1.980 -5.111 -0.841
H -0.292 -4.733 -1.287
H 0.445 -2.273 -0.697
H -3.371 -0.745 -0.060
H -3.414 -5.703 -2.713
H -4.026 -5.488 -5.087
H -2.761 -3.944 -6.568
H -0.175 -2.991 -3.316
H 1.451 1.295 -7.674
H 3.031 3.071 -6.947
H 4.010 3.006 -4.686
H 4.497 1.778 -2.644
H 4.103 0.040 -2.597
H 1.469 -0.405 -1.640
H 1.258 3.380 0.036
H 2.108 -0.752 -3.999
C -2.408 2.619 -0.682
C -2.507 3.719 0.374
C -2.981 5.001 -0.306
C -1.172 3.976 1.099
C -1.308 4.991 2.253
O -0.788 4.318 3.384
C -0.511 3.058 3.030
N -0.635 2.793 1.774
C -0.149 2.184 4.150
C -0.435 2.685 5.427
C -0.177 1.947 6.566
C 0.398 0.689 6.467
C 0.691 0.177 5.219
C 0.399 0.893 4.059
P 0.724 0.021 2.495
C 2.554 -0.026 2.569
C 3.256 1.033 2.002
C 4.637 1.009 1.958
C 5.325 -0.075 2.477
C 4.635 -1.114 3.082
C 3.256 -1.084 3.137
C 0.292 -1.717 2.817
C -0.729 -2.091 3.683
C -1.112 -3.416 3.783
C -0.473 -4.379 3.019
C 0.530 -4.012 2.134
C 0.903 -2.687 2.020
H -3.394 2.394 -1.084
H -2.026 1.669 -0.260
H -1.744 2.902 -1.499
H -3.244 3.411 1.128
H -2.284 5.288 -1.093
H -3.067 5.828 0.395
H -3.958 4.840 -0.756
H -0.444 4.318 0.351
H -2.351 5.248 2.458
H -0.731 5.906 2.097
H -0.891 3.659 5.511
H -0.436 2.350 7.535
H 0.596 0.094 7.348
H 1.118 -0.814 5.128
H 2.710 1.874 1.592
H 5.184 1.828 1.513
H 6.401 -0.109 2.417
H 5.169 -1.955 3.501
H 2.717 -1.889 3.618
H -1.231 -1.343 4.282
H -1.907 -3.675 4.467
H -0.754 -5.417 3.113
H 1.032 -4.760 1.533
H 1.693 -2.392 1.334
Se -6.127 -0.834 2.552
Sb -4.234 0.101 3.826
Se -2.244 0.455 2.232
Se -3.724 -1.407 5.694
Se -4.882 2.240 4.852
*
```

<S²> ... 6.048
DFT total energy ... -378621.3215 eV

Results of the Löwdin charge analysis, in e, for atoms 1 through 6: -0.040, -0.072, -0.118, -0.152, 0.029, -0.222

---

(7)
Here is an isolated ion of composition C3H4NO and charge +1 from the OMol25 dataset. Energies are from the ωB97M-V functional and the def2-TZVPD basis.

ORCA input file:
```
! wB97M-V def2-TZVPD RIJCOSX def2/J DEFGRID3
* xyz 1 1
C -0.122 -0.952 0.036
C -1.611 0.594 0.004
C 0.563 0.280 -0.012
N -0.444 1.301 -0.019
O -1.349 -0.746 0.018
H 0.305 -1.922 0.286
H -2.500 1.027 0.199
H 1.310 0.307 0.736
H 1.166 0.445 -0.906
*
```

DFT total energy ... -6703.2258 eV

Results of the natural (NBO) charge analysis, in e, for atoms 1 through 6: 0.488, 0.332, -0.457, -0.259, -0.303, 0.263

---

(8)
Here is C25H28GeN2O3Ti as an isolated structure from the OMol25 dataset. Energies are from the ωB97M-V functional and the def2-TZVPD basis.

ORCA input file:
```
! wB97M-V def2-TZVPD RIJCOSX def2/J DEFGRID3
* xyz -2 1
Ti 0.095 0.214 0.680
C -2.275 -1.866 1.320
C -1.427 -0.712 1.774
C -2.030 0.611 1.947
C -1.280 1.640 2.445
C 0.037 1.423 2.939
C 0.383 0.077 3.237
C -0.330 -0.970 2.724
H -2.869 -1.595 0.444
H -2.963 -2.210 2.107
H -1.637 -2.699 1.022
H -3.009 0.807 1.518
H -1.665 2.647 2.409
H 0.638 2.248 3.291
H 1.294 -0.131 3.787
H 0.008 -1.988 2.873
O 3.196 -4.167 0.770
C 3.899 -3.304 1.519
C 5.008 -3.786 2.213
C 5.784 -2.942 2.995
C 5.460 -1.596 3.099
C 4.353 -1.109 2.416
C 3.553 -1.931 1.624
C 2.384 -1.350 0.935
O 2.100 -0.087 1.085
N 1.627 -2.136 0.213
N 0.531 -1.474 -0.268
C -0.024 -2.028 -1.451
C -0.436 -1.265 -2.513
C -0.891 -1.781 -3.789
C -1.113 -0.964 -4.877
C -0.979 0.429 -4.824
C -0.677 0.986 -3.559
C -0.472 0.182 -2.482
O -0.375 0.699 -1.189
H 2.422 -3.630 0.361
H 5.245 -4.839 2.117
H 6.644 -3.341 3.523
H 6.062 -0.930 3.707
H 4.069 -0.066 2.480
H 0.007 -3.111 -1.542
H -1.012 -2.856 -3.890
H -1.408 -1.430 -5.815
H -1.129 1.055 -5.694
H -0.636 2.062 -3.414
C -3.438 1.533 -1.441
Ge -2.073 2.903 -1.097
C -2.765 4.095 0.330
C -2.060 4.137 -2.656
C -0.367 2.052 -0.696
H -4.445 1.934 -1.305
H -3.297 0.691 -0.761
H -3.330 1.155 -2.458
H -3.489 4.790 -0.103
H -1.959 4.676 0.783
H -3.263 3.527 1.116
H -2.965 4.750 -2.666
H -2.003 3.580 -3.593
H -1.196 4.804 -2.603
H 0.489 2.588 -1.117
*
```

DFT total energy ... -115131.5303 eV

Results of the natural (NBO) charge analysis, in e, for atoms 1 through 6: 1.208, -0.613, -0.236, -0.326, -0.172, -0.462